No. 1
DFT (ωB97M-V with the def2-TZVPD basis set) results for a molecular structure, C6H12N3.

The geometry in ORCA input format:
```
! RIJCOSX wB97M-V def2-TZVPD def2/J DEFGRID3
* xyz 1 1
C -2.894 -0.923 -0.038
C -1.410 -0.943 -0.070
C 2.102 0.959 -0.036
C -2.705 0.605 0.068
C 3.211 -1.247 -0.082
C -0.247 1.606 0.108
N 2.056 -0.380 -0.037
N 1.134 1.779 0.051
N -1.273 0.332 0.031
H -3.381 -1.276 -0.946
H -0.680 -1.726 -0.170
H 3.087 1.396 -0.132
H -3.050 1.180 -0.788
H -3.038 1.077 0.989
H 3.598 -1.450 0.919
H 4.001 -0.788 -0.673
H 2.937 -2.191 -0.545
H -0.675 2.182 -0.718
H -3.350 -1.403 0.826
H -0.603 2.032 1.052
H 1.181 -0.822 0.190
*
```

Frontier orbital gap (eV): 8.61
E_HOMO (Ha): -0.4659
LUMO level (eV): -4.1
Energy (Eh): -399.75865
Relative energy (zero: lowest compared OMol25 entry of this formula, charge and spin) (kcal/mol): 76.80

=====

No. 2
DFT (ωB97M-V with the def2-TZVPD basis set) results for a gas-phase ion, C6H12N3 (charge +1).

The geometry in ORCA input format:
```
! RIJCOSX wB97M-V def2-TZVPD def2/J DEFGRID3
* xyz 1 1
C 2.957 -0.119 -0.163
N 1.943 -0.244 0.839
C 0.608 0.382 0.573
C -0.286 0.513 1.574
C -1.600 1.082 1.467
C -2.384 1.039 0.355
N -1.981 0.577 -0.844
C -1.823 -0.654 -1.159
N -1.442 -0.985 -2.444
H 3.759 -0.724 0.133
H 2.544 -0.621 -1.089
H 3.241 0.943 -0.395
H 2.250 -0.095 1.788
H 1.877 -1.324 0.892
H 0.468 0.768 -0.406
H 0.014 0.389 2.569
H -1.993 1.363 2.457
H -3.431 1.281 0.314
H -2.348 -1.483 -0.583
H -1.253 -1.853 -2.896
H -1.121 -0.235 -2.983
*
```

Frontier orbital gap (eV): 8.34
E_HOMO (Ha): -0.4304
SMILES: C[NH2+]/C=C/C=C\N=C\N
LUMO level (eV): -3.4
Energy (Eh): -399.76350
Relative energy (zero: lowest compared OMol25 entry of this formula, charge and spin) (kcal/mol): 73.75

=====

No. 3
DFT (ωB97M-V with the def2-TZVPD basis set) results for a gas-phase ion, C6H12N3 (charge +1).

The geometry in ORCA input format:
```
! RIJCOSX wB97M-V def2-TZVPD def2/J DEFGRID3
* xyz 1 1
C -1.076 1.307 0.675
C 1.561 -0.927 0.118
C 0.739 -0.865 1.364
C 1.113 1.555 -0.230
C 0.955 0.135 -0.876
C -1.380 0.056 -0.019
N -0.030 2.023 0.466
N -2.471 -0.797 -0.136
N -0.474 -0.211 -1.144
H -1.824 1.764 1.339
H 2.515 -0.717 0.446
H 1.500 -1.872 -0.262
H -0.083 -1.539 1.647
H 1.007 -0.120 2.181
H 1.933 1.568 0.673
H 1.387 2.152 -1.078
H 1.386 -0.026 -1.778
H -2.460 -1.555 -0.770
H -2.937 -1.042 0.757
H -0.690 0.325 -1.909
H -0.669 -1.213 -1.464
*
```

Frontier orbital gap (alpha / beta) (eV): 7.60 / 8.06
E_HOMO (alpha / beta) (Ha): -0.4430 / -0.4358
LUMO level (alpha / beta) (eV): -4.5 / -3.8
Energy (Eh): -399.66638
Relative energy (zero: lowest compared OMol25 entry of this formula, charge and spin) (kcal/mol): 134.70

=====

No. 4
DFT (ωB97M-V with the def2-TZVPD basis set) results for a gas-phase ion, C6H12N3 (charge +1).

The geometry in ORCA input format:
```
! RIJCOSX wB97M-V def2-TZVPD def2/J DEFGRID3
* xyz 1 1
C -0.761 1.173 -1.671
C 0.750 -0.285 -0.538
C 0.571 0.476 0.698
C -0.414 -1.224 -0.088
C 0.570 2.003 0.809
C -0.117 -2.508 0.667
N -1.758 1.231 -0.888
N 0.402 0.441 -1.749
N -0.808 -0.105 0.797
H -1.073 1.736 -2.572
H 1.666 -0.878 -0.568
H 1.009 0.173 1.693
H -1.132 -1.497 -0.885
H 1.256 2.531 0.193
H 0.765 2.182 1.820
H -0.493 2.351 0.802
H 0.933 -2.528 1.107
H -0.051 -3.250 -0.019
H -0.970 -2.855 1.362
H 1.146 0.779 -2.479
H -1.490 0.053 1.509
*
```

Frontier orbital gap (alpha / beta) (eV): 9.07 / 7.84
E_HOMO (alpha / beta) (Ha): -0.5218 / -0.5210
LUMO level (alpha / beta) (eV): -5.1 / -6.3
Energy (Eh): -399.66230
Relative energy (zero: lowest compared OMol25 entry of this formula, charge and spin) (kcal/mol): 137.26

=====

No. 5
DFT (ωB97M-V with the def2-TZVPD basis set) results for 2 unconnected molecules or ions with the total composition C6H12N3.

The geometry in ORCA input format:
```
! RIJCOSX wB97M-V def2-TZVPD def2/J DEFGRID3
* xyz 1 1
C 0.197 -2.754 0.538
C 0.674 -2.049 -0.288
C -0.727 0.862 -1.600
C -1.624 0.416 -2.469
C 0.463 0.488 0.440
C 1.760 0.874 -0.174
N -0.666 0.420 -0.351
N 0.357 0.140 1.753
N -0.910 -0.047 2.218
H -0.341 -3.271 1.264
H 1.460 -1.563 -0.844
H 0.066 1.569 -1.927
H -2.499 -0.150 -2.239
H -1.671 0.909 -3.461
H 1.747 1.964 0.001
H 1.710 0.726 -1.247
H 2.657 0.738 0.364
H 1.133 0.564 2.375
H -1.114 -0.803 2.783
H -1.514 0.180 0.080
H -1.155 0.786 2.784
*
```

Frontier orbital gap (alpha / beta) (eV): 9.29 / 9.29
E_HOMO (alpha / beta) (Ha): -0.4810 / -0.4810
LUMO level (alpha / beta) (eV): -3.8 / -3.8
Energy (Eh): -399.68659
Relative energy (zero: lowest compared OMol25 entry of this formula, charge and spin) (kcal/mol): 122.01

=====

No. 6
DFT (ωB97M-V with the def2-TZVPD basis set) results for 2 unconnected molecules or ions with the total composition C6H12N3O2.

The geometry in ORCA input format:
```
! RIJCOSX wB97M-V def2-TZVPD def2/J DEFGRID3
* xyz -1 1
N 0.466 0.018 -2.375
N 0.592 -1.345 -2.160
C 2.050 -1.740 -2.081
C 3.025 -0.659 -1.327
O 3.550 -0.997 -0.133
O 3.421 0.671 -1.859
H 0.322 0.255 -3.381
H -0.238 0.467 -1.749
H 2.086 -2.735 -1.423
H 2.406 -2.044 -3.161
H 2.853 1.321 -1.312
C -0.884 1.532 2.329
C -1.884 0.398 2.529
C -2.055 -0.472 1.282
C -2.567 0.378 0.130
N -2.992 1.083 -0.825
H -1.213 2.228 1.551
H -0.773 2.108 3.254
H 0.101 1.142 2.050
H -2.851 0.825 2.821
H -1.546 -0.231 3.360
H -2.769 -1.277 1.480
H -1.100 -0.927 0.997
*
```

Frontier orbital gap (eV): 4.74
E_HOMO (Ha): -0.0612
LUMO level (eV): 3.1
Energy (Eh): -550.41777
Relative energy (zero: lowest compared OMol25 entry of this formula, charge and spin) (kcal/mol): 62.88